1.
Below is a structure of composition C56H39FeN6O2S, with properties calculated with ωB97M-V/def2-TZVPD.

Kohn-Sham gap (alpha / beta) (eV): 4.699 / 5.701
Expectation value of S²: 6.09
LUMO level (alpha / beta) (eV): 2.040 / 1.496

ORCA input file:
```
! RIJCOSX wB97M-V def2-TZVPD def2/J DEFGRID3
* xyz -1 5
Fe 0.24 0.68 0.20
C -2.30 5.91 5.10
C -0.94 5.99 4.80
C -0.38 5.11 3.88
C -1.16 4.15 3.24
C -2.52 4.08 3.55
C -3.09 4.96 4.46
C -0.58 3.21 2.24
C -1.01 3.30 0.95
C -1.86 4.35 0.44
C -2.10 4.08 -0.84
C -1.43 2.83 -1.16
N -0.69 2.42 -0.08
C -1.68 2.10 -2.29
C -1.20 0.78 -2.45
C -1.51 -0.08 -3.53
C -0.77 -1.23 -3.36
C 0.01 -1.05 -2.20
C 1.11 -1.85 -1.85
C 1.28 -3.13 -2.61
C 2.31 -3.31 -3.53
C 2.44 -4.51 -4.22
C 1.54 -5.55 -4.00
C 0.51 -5.37 -3.09
C 0.37 -4.17 -2.40
C 2.05 -1.48 -0.93
N 1.94 -0.43 -0.04
C 3.06 -0.49 0.75
C 3.24 0.21 1.92
C 4.51 0.11 2.67
C 5.04 -1.11 3.10
C 6.27 -1.17 3.76
C 6.98 -0.01 4.02
C 6.45 1.21 3.63
C 5.23 1.27 2.97
C 2.22 1.05 2.44
C 2.21 1.55 3.76
C 1.08 2.33 3.89
C 0.44 2.32 2.64
N 1.11 1.49 1.77
C 3.95 -1.52 0.26
C 3.31 -2.16 -0.73
N -0.29 0.18 -1.63
C -2.52 2.70 -3.36
C -3.75 2.15 -3.72
C -4.52 2.73 -4.72
C -4.08 3.86 -5.39
C -2.86 4.42 -5.04
C -2.09 3.84 -4.04
H -2.74 6.59 5.81
H -0.32 6.73 5.28
H 0.67 5.17 3.64
H -3.13 3.33 3.05
H -4.14 4.89 4.69
H -2.25 5.16 1.03
H -2.74 4.63 -1.52
H -2.17 0.16 -4.35
H -0.73 -2.08 -4.01
H 2.99 -2.49 -3.72
H 3.24 -4.63 -4.94
H 1.65 -6.48 -4.53
H -0.20 -6.17 -2.91
H -0.44 -4.03 -1.70
H 4.47 -2.01 2.94
H 6.66 -2.13 4.07
H 7.94 -0.06 4.52
H 6.99 2.13 3.85
H 4.83 2.23 2.67
H 2.96 1.33 4.51
H 0.75 2.87 4.76
H 4.93 -1.74 0.65
H 3.65 -3.03 -1.28
H -4.12 1.29 -3.18
H -5.48 2.29 -4.97
H -4.69 4.31 -6.17
H -2.50 5.31 -5.55
H -1.13 4.28 -3.77
C -7.24 -2.52 -2.07
C -6.29 -1.78 -1.16
C -6.61 -1.52 0.16
C -5.75 -0.81 0.99
C -4.55 -0.35 0.48
C -4.19 -0.61 -0.84
C -5.06 -1.32 -1.65
S -3.47 0.66 1.47
O -3.62 1.99 0.93
O -3.84 0.44 2.85
N -2.03 0.13 1.10
C -1.64 -1.13 1.46
C -2.40 -2.17 2.04
C -1.82 -3.40 2.20
C -0.49 -3.61 1.83
C 0.20 -2.53 1.32
N -0.35 -1.33 1.15
H -7.91 -3.16 -1.49
H -6.71 -3.14 -2.79
H -7.86 -1.82 -2.63
H -7.56 -1.88 0.56
H -5.99 -0.61 2.03
H -3.23 -0.26 -1.22
H -4.78 -1.53 -2.68
H -3.42 -1.99 2.36
H -2.39 -4.22 2.63
H 0.00 -4.57 1.95
H 1.25 -2.61 1.06
*
```

2.
Below is a structure of composition C40H38Cl5N2O7P4SSn, with properties calculated with ωB97M-V/def2-TZVPD.

Kohn-Sham gap (eV): 7.021
Relative energy (zero: lowest compared OMol25 entry of this formula, charge and spin) (kJ/mol): 0.00
LUMO level (eV): 2.207

ORCA input file:
```
! RIJCOSX wB97M-V def2-TZVPD def2/J DEFGRID3
* xyz -1 1
Sn -0.66 -0.26 -0.82
C 1.38 2.80 -1.53
C 0.31 2.71 -2.41
C 0.32 1.77 -3.44
C 1.40 0.92 -3.59
C 2.48 1.01 -2.71
C 2.46 1.94 -1.69
H 1.38 3.54 -0.74
H -0.53 3.39 -2.30
H -0.53 1.70 -4.11
H 1.40 0.17 -4.37
H 3.31 0.32 -2.82
H 3.31 2.00 -1.01
Cl -1.82 2.50 0.93
C -3.18 1.78 0.11
C -2.92 0.99 -1.00
C -4.06 0.54 -1.67
Cl -3.84 -0.47 -3.06
C -5.36 0.80 -1.24
Cl -6.72 0.17 -2.08
C -5.56 1.54 -0.07
Cl -7.15 1.80 0.54
C -4.45 2.05 0.61
Cl -4.68 2.93 2.07
O -1.55 -3.34 -3.90
P -0.26 -2.38 -3.60
O 0.49 -2.17 -4.85
O -0.78 -1.20 -2.83
O 0.48 -3.37 -2.54
P 1.64 -2.78 -1.55
O 2.14 -4.18 -0.89
O 2.73 -2.15 -2.30
O 0.91 -2.07 -0.44
H -1.50 -3.55 -4.84
H 2.81 -4.54 -1.49
C 3.46 0.10 3.14
P 1.92 0.35 2.11
C 0.77 -0.66 3.16
C 0.84 -0.57 4.63
C 0.52 -1.61 5.42
C 0.15 -2.89 4.86
C 0.10 -3.08 3.54
C 0.33 -1.98 2.60
C 1.57 2.05 2.71
C 2.46 3.04 2.29
C 2.26 4.37 2.62
C 1.15 4.74 3.37
C 0.25 3.77 3.78
C 0.46 2.43 3.46
P 4.39 -1.38 2.51
C 5.02 -0.69 0.94
C 5.57 0.59 0.84
C 6.05 1.05 -0.38
C 6.01 0.23 -1.50
C 5.48 -1.05 -1.40
C 4.98 -1.50 -0.19
C 5.90 -1.21 3.56
C 7.19 -1.19 3.03
C 8.30 -1.11 3.87
C 8.14 -1.05 5.24
C 6.87 -1.11 5.78
C 5.76 -1.20 4.95
H 3.20 -0.06 4.18
H 4.08 0.99 3.08
H 1.12 0.37 5.07
H 0.56 -1.51 6.49
H -0.05 -3.71 5.54
H -0.11 -4.05 3.11
H 0.68 -2.24 1.60
H 3.32 2.76 1.68
H 2.97 5.12 2.29
H 0.98 5.78 3.61
H -0.63 4.05 4.34
H -0.27 1.70 3.77
H 5.64 1.23 1.71
H 6.46 2.05 -0.45
H 6.38 0.59 -2.45
H 5.42 -1.68 -2.28
H 4.54 -2.49 -0.12
H 7.33 -1.24 1.96
H 9.29 -1.09 3.43
H 9.01 -0.96 5.89
H 6.73 -1.09 6.86
H 4.77 -1.28 5.39
C -2.70 -4.48 -0.86
N -1.95 -3.23 -0.75
C -2.27 -2.04 -0.30
S -0.97 -0.69 2.52
N -3.44 -1.74 0.26
C -4.71 -2.46 0.30
H -2.01 -5.31 -0.70
H -3.13 -4.58 -1.85
H -3.49 -4.53 -0.11
H -1.05 -3.27 -1.21
H -3.49 -0.80 0.60
H -4.94 -2.90 -0.67
H -5.49 -1.74 0.53
H -4.72 -3.23 1.08
*
```